(1)
{"formula": "C9H16O3", "method": "the ωB97M-V functional and the def2-TZVPD basis", "smiles": "C[C@H](O)/C=C\\C(=C/[C@@H](C)O)CO", "spin_multiplicity": 1, "largest_force_ev_per_a": 3.33, "lumo_ev": 0.64, "relative_energy_ev": 2.463, "total_energy_ha": -578.15282, "e_homo_ev": -9.17, "homo_lumo_gap_ev": 9.8054, "elements": ["O", "O", "O", "C", "C", "C", "C", "C", "C", "C", "C", "C", "H", "H", "H", "H", "H", "H", "H", "H", "H", "H", "H", "H", "H", "H", "H", "H"], "positions_angstrom": [[0.876, -1.301, -1.039], [-1.044, 2.823, -0.431], [-1.725, 0.148, -1.178], [0.040, 0.530, 1.219], [2.641, -1.190, 0.536], [2.014, -0.636, -0.736], [-2.343, -1.844, -0.068], [0.260, 2.717, 0.086], [0.733, 1.269, 0.186], [-2.116, -0.405, 0.117], [1.698, 0.818, -0.612], [-1.087, -0.219, 1.171], [-3.120, -2.226, -0.799], [-1.137, 2.081, -1.010], [0.217, -0.690, -1.387], [2.758, -0.630, -1.518], [2.297, 1.530, -1.286], [1.704, -1.221, 1.141], [3.453, -0.546, 1.026], [0.503, 0.402, 2.178], [-1.375, -0.711, 2.130], [-3.044, 0.054, 0.454], [3.088, -2.227, 0.331], [-2.456, -0.268, -1.688], [-1.383, -2.363, -0.342], [0.191, 3.026, 1.139], [-2.585, -2.241, 0.937], [0.942, 3.323, -0.554]], "lowdin_charge": [-0.010, -0.044, -0.060, -0.059, -0.035, -0.517, -0.077, -0.216, -0.235, -0.428, -0.006, -0.037, 0.107, 0.040, 0.076, 0.122, 0.148, 0.071, 0.107, 0.114, 0.130, 0.149, 0.100, 0.115, 0.103, 0.123, 0.092, 0.125]}

(2)
{"formula": "C9H17BBrNO4PS", "method": "the ωB97M-V functional and the def2-TZVPD basis", "spin_multiplicity": 1, "largest_force_ev_per_a": 6.48, "lumo_ev": 2.11, "charge": -1, "total_energy_ha": -4047.16313, "e_homo_ev": -4.21, "homo_lumo_gap_ev": 6.3191, "elements": ["Br", "S", "P", "O", "O", "O", "O", "N", "C", "C", "C", "C", "C", "C", "C", "C", "C", "B", "H", "H", "H", "H", "H", "H", "H", "H", "H", "H", "H", "H", "H", "H", "H", "H", "H"], "positions_angstrom": [[-3.672, 4.203, -0.447], [3.262, -4.347, 2.126], [-1.574, 3.342, -0.266], [-4.480, 1.564, -2.339], [-1.180, 3.520, 1.424], [-4.499, -0.652, -1.652], [2.031, -3.979, 1.362], [0.448, 3.082, -2.929], [-3.030, 0.713, -0.204], [3.471, -3.122, 3.437], [-0.991, 1.152, -2.053], [-0.138, -0.733, 0.397], [0.506, -1.818, -0.013], [-0.521, 0.831, 0.632], [-0.795, 2.564, -2.857], [-4.024, 0.534, -1.448], [4.686, -3.819, 1.147], [-1.576, 1.400, -0.536], [-1.002, 4.467, 1.638], [4.731, -4.430, 0.245], [-2.917, -0.286, 0.391], [-1.088, 0.843, 1.652], [4.424, -3.288, 3.942], [2.657, -3.241, 4.154], [-3.571, 1.430, 0.544], [-3.694, 1.916, -2.822], [1.177, -2.711, -0.311], [0.404, 1.515, 0.643], [3.438, -2.116, 3.016], [4.577, -2.768, 0.868], [-1.648, 3.116, -3.398], [5.600, -3.961, 1.726], [0.101, 0.751, -1.933], [-1.544, 0.361, -2.677], [0.436, 3.970, -3.461]], "lowdin_charge": [0.176, 0.808, 0.601, -0.033, -0.439, -0.021, -0.568, 0.004, -0.111, -0.272, -0.153, -0.113, 0.036, -0.199, -0.300, -0.380, -0.276, -0.948, 0.032, 0.047, 0.120, 0.102, 0.047, 0.050, 0.091, 0.081, 0.022, 0.099, 0.062, 0.060, 0.100, 0.047, 0.104, 0.107, 0.016]}

(3)
{"formula": "C9H17BF5NO4PS", "method": "the ωB97M-V functional and the def2-TZVPD basis", "spin_multiplicity": 1, "largest_force_ev_per_a": 0.46, "lumo_ev": 2.76, "charge": -1, "total_energy_ha": -1972.79022, "e_homo_ev": -4.74, "homo_lumo_gap_ev": 7.5027, "elements": ["S", "P", "F", "F", "F", "F", "F", "O", "O", "O", "O", "N", "C", "C", "C", "C", "C", "C", "C", "C", "C", "B", "H", "H", "H", "H", "H", "H", "H", "H", "H", "H", "H", "H", "H", "H", "H", "H", "H"], "positions_angstrom": [[0.615, -1.680, -0.090], [-0.214, -0.864, -1.688], [-0.597, 1.490, 0.505], [-1.380, 3.456, 0.087], [-2.521, 1.709, -0.438], [0.101, 3.369, -1.917], [-1.655, 2.292, -2.702], [-3.638, -2.555, 0.294], [0.117, -1.795, -2.998], [-1.818, -0.991, -1.687], [-2.336, -1.396, 1.679], [4.496, 2.752, -0.630], [3.808, 1.533, -0.128], [2.299, 1.555, -0.415], [-2.460, -2.683, 3.637], [-3.067, -2.471, 1.346], [-1.644, -1.613, 2.915], [-1.280, 2.208, -0.403], [-0.592, 2.167, -1.809], [1.954, 1.124, -1.846], [-3.002, -3.496, 2.463], [0.376, 0.914, -2.226], [-3.284, -2.219, 4.182], [0.290, 0.872, -3.442], [5.175, 3.067, 0.055], [-0.631, -1.941, 2.674], [-2.165, -1.428, -0.894], [-3.981, -3.936, 2.631], [5.044, 2.517, -1.451], [-1.595, -0.664, 3.442], [-2.307, -4.277, 2.150], [1.808, 0.895, 0.310], [1.963, 2.588, -0.265], [2.314, 1.914, -2.527], [3.994, 1.422, 0.947], [0.924, -1.432, -3.395], [4.228, 0.640, -0.616], [-1.867, -3.260, 4.344], [2.530, 0.217, -2.092]], "lowdin_charge": [0.215, 0.300, 0.122, 0.133, 0.145, 0.048, 0.036, 0.114, -0.259, -0.217, -0.002, -0.017, -0.286, -0.257, -0.153, -0.495, -0.163, -0.546, -0.352, -0.219, -0.073, -0.552, 0.112, 0.091, 0.042, 0.095, 0.019, 0.120, 0.050, 0.127, 0.132, 0.057, 0.105, 0.092, 0.097, 0.050, 0.100, 0.110, 0.079]}

(4)
{"formula": "C9H17ClI2N2OPV", "method": "the ωB97M-V functional and the def2-TZVPD basis", "spin_multiplicity": 3, "largest_force_ev_per_a": 10.43, "lumo_ev": [-10.82, -9.96], "s2": 2.11, "relative_energy_ev": 1.706, "charge": 2, "total_energy_ha": -2878.20134, "e_homo_ev": [-16.00, -15.73], "homo_lumo_gap_ev": [5.1715, 5.7712], "elements": ["I", "I", "V", "Cl", "P", "O", "N", "N", "C", "C", "C", "C", "C", "C", "C", "C", "C", "H", "H", "H", "H", "H", "H", "H", "H", "H", "H", "H", "H", "H", "H", "H", "H", "H"], "positions_angstrom": [[4.272, -1.176, -1.767], [1.819, 1.499, -0.870], [0.242, -0.424, -0.422], [-1.763, -1.379, 0.335], [-1.042, 0.093, -2.410], [1.361, -3.178, -1.086], [0.257, 0.236, 1.504], [1.439, -0.337, 1.926], [-1.689, 1.278, 2.606], [0.253, 0.391, -3.645], [-2.026, -1.295, -3.032], [-0.348, 0.708, 2.613], [1.613, -0.151, 3.237], [2.881, -0.574, 3.820], [0.467, 0.469, 3.725], [-2.219, 1.489, -2.544], [0.942, -2.123, -0.789], [-2.329, -1.084, -4.070], [2.704, -1.448, 4.458], [0.806, 1.310, -3.384], [3.583, -0.861, 3.023], [-0.216, 0.486, -4.634], [-1.709, 2.095, 1.886], [3.350, 0.218, 4.416], [-2.969, 1.436, -1.738], [-1.684, 2.449, -2.477], [2.227, -0.414, 1.252], [-2.747, 1.422, -3.515], [0.235, 0.745, 4.730], [0.977, -0.436, -3.629], [-1.921, 1.668, 3.594], [-2.432, 0.540, 2.299], [-2.916, -1.443, -2.404], [-1.417, -2.209, -3.009]], "mulliken_spin": [0.956, -0.093, 1.299, -0.033, -0.150, 0.078, 0.007, 0.003, 0.003, -0.003, 0.004, 0.002, -0.006, 0.001, -0.005, 0.001, -0.040, -0.003, 0.000, 0.000, -0.001, -0.006, -0.001, 0.000, -0.001, 0.001, -0.006, -0.006, 0.000, -0.001, 0.000, 0.000, 0.000, 0.000]}

(5)
{"formula": "C9H17N3O", "method": "the ωB97M-V functional and the def2-TZVPD basis", "smiles": "CCN(C)C(C)=O.Cc1c[nH]cn1", "spin_multiplicity": 1, "largest_force_ev_per_a": 6.46, "lumo_ev": 0.63, "relative_energy_ev": 3.757, "total_energy_ha": -592.50185, "e_homo_ev": -8.55, "homo_lumo_gap_ev": 9.1785, "elements": ["O", "N", "N", "N", "C", "C", "C", "C", "C", "C", "C", "C", "C", "H", "H", "H", "H", "H", "H", "H", "H", "H", "H", "H", "H", "H", "H", "H", "H", "H"], "positions_angstrom": [[1.471, 2.480, -1.851], [-1.044, -1.626, 0.429], [2.254, 1.223, -0.022], [-3.255, -1.414, -0.090], [1.080, 1.337, 2.398], [-0.108, 1.109, -0.771], [1.250, 1.754, -0.912], [-2.678, -2.031, -1.065], [-2.259, -1.118, 0.813], [3.711, 1.875, 0.219], [1.728, 0.652, 1.217], [-1.347, -2.356, -0.801], [-3.482, -2.644, -2.282], [1.484, 1.311, 3.348], [-0.149, -1.549, 0.745], [-4.478, -2.128, -2.197], [-3.430, -3.642, -2.440], [0.955, -0.139, 1.139], [3.697, 2.346, 1.196], [1.092, 2.363, 2.094], [0.008, 0.008, -0.700], [-3.007, -2.452, -3.285], [-0.910, 1.450, -1.439], [4.680, 1.333, 0.293], [-2.530, -0.489, 1.606], [4.073, 2.462, -0.709], [2.469, -0.021, 1.685], [-0.530, 1.511, 0.236], [-0.656, -2.944, -1.368], [-0.087, 1.340, 2.514]], "lowdin_charge": [0.066, 0.054, -0.047, 0.084, -0.100, -0.010, -0.488, -0.394, -0.149, -0.002, -0.304, -0.022, -0.026, 0.041, 0.068, 0.088, 0.012, 0.067, 0.061, 0.063, 0.063, 0.080, 0.097, 0.068, 0.095, 0.103, 0.123, 0.104, 0.099, 0.106]}

(6)
{"formula": "C9H17NO", "method": "the ωB97M-V functional and the def2-TZVPD basis", "smiles": "C1=CCCCC1.CC(C)=NO", "spin_multiplicity": 1, "largest_force_ev_per_a": 5.02, "lumo_ev": 0.95, "relative_energy_ev": 2.873, "total_energy_ha": -483.01045, "e_homo_ev": -8.88, "homo_lumo_gap_ev": 9.8309, "elements": ["O", "N", "C", "C", "C", "C", "C", "C", "C", "C", "C", "H", "H", "H", "H", "H", "H", "H", "H", "H", "H", "H", "H", "H", "H", "H", "H", "H"], "positions_angstrom": [[-2.127, -1.856, 1.113], [-2.112, -0.390, 1.231], [-2.314, 0.118, 0.144], [-2.545, -0.519, -1.151], [1.585, 0.263, -1.275], [-2.489, 1.593, 0.174], [0.786, -1.001, 0.811], [2.476, 0.889, 1.027], [2.790, 0.674, -0.423], [1.432, -0.073, 1.536], [0.987, -1.081, -0.707], [3.308, 0.767, 1.711], [0.034, -1.478, -1.156], [0.250, -1.900, 1.278], [2.170, 1.880, 1.142], [3.285, 1.595, -0.824], [-1.601, -2.153, 1.890], [-1.749, -0.411, -1.872], [1.760, -1.833, -1.000], [2.008, 0.091, -2.261], [1.272, -0.126, 2.581], [-2.551, -1.606, -0.999], [-3.558, -0.309, -1.552], [3.464, -0.142, -0.536], [-3.386, 1.909, -0.244], [0.990, 1.147, -1.396], [-1.732, 2.029, -0.471], [-2.433, 1.927, 1.226]], "lowdin_charge": [-0.118, 0.081, -0.479, -0.037, -0.189, -0.032, -0.117, -0.199, -0.221, -0.098, -0.166, 0.112, 0.094, 0.107, 0.086, 0.125, 0.082, 0.074, 0.115, 0.098, 0.084, 0.075, 0.104, 0.097, 0.053, 0.093, 0.080, 0.095]}

(7)
{"formula": "C9H17NOP", "method": "the ωB97M-V functional and the def2-TZVPD basis", "smiles": "C/[NH+]=C/C/C=C\\C=C/P(C)(C)=O", "spin_multiplicity": 1, "largest_force_ev_per_a": 5.80, "lumo_ev": -4.03, "relative_energy_ev": 1.339, "charge": 1, "total_energy_ha": -824.16857, "e_homo_ev": -13.11, "homo_lumo_gap_ev": 9.0745, "elements": ["P", "O", "N", "C", "C", "C", "C", "C", "C", "C", "C", "C", "H", "H", "H", "H", "H", "H", "H", "H", "H", "H", "H", "H", "H", "H", "H", "H", "H"], "positions_angstrom": [[-0.715, 1.050, -1.182], [-0.435, 1.509, 0.191], [1.399, 0.343, 1.861], [-0.490, -1.045, 1.880], [0.379, -0.400, -1.546], [-0.702, -2.274, -0.154], [-1.056, -2.143, 1.080], [0.367, -1.514, -0.778], [2.701, 0.919, 1.813], [-0.284, 2.231, -2.461], [-2.406, 0.378, -1.410], [0.928, -0.815, 1.650], [-0.653, -1.235, 2.879], [1.367, -1.965, -0.892], [3.265, 0.773, 2.854], [-3.016, 1.168, -1.027], [-0.543, 1.850, -3.397], [2.533, 1.985, 1.690], [1.190, -0.219, -2.189], [-1.374, -2.827, -0.924], [0.753, 2.439, -2.328], [-2.672, 0.119, -2.339], [-2.398, -0.473, -0.618], [0.616, 1.061, 2.061], [-1.903, -2.720, 1.441], [-1.075, -0.072, 1.613], [1.490, -1.728, 1.315], [3.486, 0.496, 1.208], [-0.753, 3.110, -2.291]], "lowdin_charge": [0.615, -0.356, 0.022, -0.148, -0.106, -0.136, -0.111, -0.193, -0.024, -0.136, -0.117, -0.060, 0.113, 0.121, 0.152, 0.049, 0.050, 0.100, 0.066, 0.170, 0.059, 0.011, 0.079, 0.193, 0.130, 0.159, 0.180, 0.094, 0.024]}

(8)
{"formula": "C9H18AlO5", "method": "the ωB97M-V functional and the def2-TZVPD basis", "spin_multiplicity": 1, "largest_force_ev_per_a": 0.68, "lumo_ev": 3.27, "relative_energy_ev": 0.741, "charge": -1, "total_energy_ha": -972.42919, "e_homo_ev": -5.02, "homo_lumo_gap_ev": 8.2908, "elements": ["Al", "O", "O", "O", "O", "O", "C", "C", "C", "C", "C", "C", "C", "C", "C", "H", "H", "H", "H", "H", "H", "H", "H", "H", "H", "H", "H", "H", "H", "H", "H", "H", "H"], "positions_angstrom": [[0.185, -0.964, -1.392], [2.286, 2.245, 2.352], [0.204, 2.311, -0.706], [-2.128, -1.894, 0.167], [-2.014, -0.023, 1.428], [3.476, 0.521, 3.121], [2.667, -0.613, 0.367], [2.083, -0.344, -1.032], [-0.279, 1.935, -2.015], [1.794, 0.029, 1.481], [-0.660, -1.999, 0.161], [2.606, 0.910, 2.384], [-4.159, -0.903, 0.799], [-2.646, -0.882, 0.838], [-1.000, 0.593, -1.978], [2.806, -1.682, 0.555], [0.943, 0.563, 1.058], [1.388, -0.758, 2.125], [-0.474, -3.067, 0.010], [-4.520, 0.024, 1.244], [-0.948, 2.737, -2.365], [2.167, 2.518, 1.430], [-4.495, -0.948, -0.239], [-4.558, -1.753, 1.354], [2.728, -0.848, -1.767], [0.242, -2.010, -2.655], [-1.428, 0.359, -2.963], [0.603, 1.907, -2.659], [-0.307, -1.749, 1.164], [-0.577, 2.501, -0.174], [3.671, -0.169, 0.432], [2.205, 0.731, -1.221], [-1.861, 0.721, -1.303]], "lowdin_charge": [0.356, 0.072, -0.123, -0.084, 0.057, 0.092, -0.259, -0.267, -0.352, -0.128, -0.188, -0.517, 0.005, -0.601, -0.245, 0.099, 0.091, 0.116, 0.051, 0.076, 0.094, 0.105, 0.082, 0.078, 0.034, -0.075, 0.040, 0.096, 0.039, 0.079, 0.096, 0.039, 0.038]}